The following is a DFT calculation (ωB97M-V/def2-TZVPD) of a molecular structure, C31H55ClO2P2PbSi2.

- Frontier orbital gap: 6.11 eV
- 2S+1: 1
- HOMO level: -6.30 eV
- Energy above the lowest of the compared OMol25 structures with the same formula, charge and spin: 0.0 kJ/mol
- Molar mass: 820.55 g/mol
- Lowest unoccupied orbital energy: -0.19 eV

CARTESIAN COORDINATES (ANGSTROEM)
Pb 0.58046 -0.51628 0.14281
C -1.52688 1.77186 -1.20324
C -0.31733 2.49576 -1.36827
C 0.33365 1.94317 -2.51385
Si 0.17871 3.88292 -0.21474
C -0.45880 0.87886 -3.01118
C -1.61241 0.74577 -2.17991
Si -3.04179 -0.46315 -2.24940
H -2.29701 2.00998 -0.47146
H 1.26776 2.31051 -2.93499
H -0.25269 0.27155 -3.89066
Cl 3.15292 -2.08632 -0.52102
C -4.51848 0.32103 -1.42581
C -3.36931 -0.87195 -4.03682
C -1.36240 4.59376 0.55693
C 1.11826 5.15473 -1.19876
H -3.63817 0.06011 -4.55547
H -4.22017 -1.56433 -4.10716
H -2.50957 -1.31664 -4.55343
H -4.40392 0.33086 -0.33300
H -5.42508 -0.24553 -1.67945
H -4.64203 1.35513 -1.77569
H 0.47914 5.48476 -2.03113
H 2.06358 4.78543 -1.61656
H 1.33137 6.02499 -0.56138
H -2.11220 4.79883 -0.21978
H -1.11823 5.53616 1.06619
H -1.79916 3.90191 1.29044
C -2.62612 -2.03964 -1.26158
C 1.25143 3.18499 1.19718
P -0.87500 -2.55582 -1.24170
H -3.26160 -2.85994 -1.63868
H -2.92291 -1.84471 -0.21492
P 2.30930 1.75081 0.78872
H 0.55565 2.85945 1.99276
H 1.85647 4.00995 1.61259
C 3.37040 1.39772 2.28420
C 3.52142 2.44062 -0.46088
C -0.52064 -3.00689 -3.01976
C -0.77685 -4.18227 -0.33130
C 0.00282 -4.02149 0.98441
H -0.18778 -4.83687 -0.99675
C -2.14379 -4.82229 -0.08414
H -2.78432 -4.17032 0.52367
H -1.99543 -5.76057 0.46683
H -2.67222 -5.06538 -1.01434
H 1.04727 -3.72521 0.80806
H 0.01133 -4.98584 1.51099
H -0.45978 -3.27582 1.64944
H -0.79926 -2.10173 -3.58473
C -1.35883 -4.19062 -3.50971
C 0.97728 -3.26543 -3.22164
H -2.43890 -4.00050 -3.47848
H -1.14552 -5.10172 -2.93479
H -1.09051 -4.39499 -4.55554
H 1.58178 -2.37692 -3.00310
H 1.15228 -3.54658 -4.26865
H 1.33337 -4.08997 -2.58880
H 2.87733 2.85014 -1.25679
C 4.37388 1.31487 -1.05756
C 4.39784 3.55700 0.11246
H 3.82476 4.42673 0.45768
H 5.07691 3.90358 -0.67910
H 5.02143 3.19498 0.94080
H 3.76505 0.57704 -1.59369
H 4.94938 0.79000 -0.28278
H 5.08824 1.74772 -1.77025
C 3.01429 0.02608 2.88108
C 3.30557 2.49038 3.35208
H 4.39946 1.33996 1.88956
H 2.28264 2.61639 3.72992
H 3.66918 3.45995 2.98988
H 3.94363 2.19273 4.19491
H 1.95103 -0.03778 3.15950
H 3.61548 -0.13513 3.78652
H 3.23511 -0.79311 2.18138
C 4.75048 -3.02785 -1.03167
H 5.04406 -3.61868 -0.16053
H 5.48964 -2.26342 -1.28558
H 4.47724 -3.65231 -1.88660
O -0.27801 -0.79117 2.42358
C -1.39099 -0.20111 2.17137
O -1.69814 0.17795 0.98913
C -2.36638 0.03770 3.27048
C -3.50311 0.82811 3.03483
C -4.44616 1.00869 4.05049
C -4.24595 0.40963 5.30451
C -3.10000 -0.36508 5.54124
C -2.16085 -0.54926 4.52503
H -3.63005 1.28489 2.05200
H -5.33695 1.61322 3.86225
H -4.98492 0.54600 6.09614
H -2.94077 -0.82841 6.51639
H -1.26192 -1.14632 4.67882